{
  "formula": "C58H59BF3IrN3OP2S2Sb",
  "method": "the ωB97M-V functional and the def2-TZVPD basis",
  "s2": 0.756,
  "charge": 3,
  "molar_mass_da": 1322.00,
  "multiplicity": 2,
  "homo_ha": [-0.5498, -0.5660],
  "homo_lumo_gap_ha": [0.23245, 0.22387],
  "e_tot_ha": -4632.3496,
  "fmax_ev_per_a": 1.14,
  "elements": ["Ir", "C", "C", "P", "C", "C", "C", "C", "C", "C", "C", "C", "C", "C", "C", "C", "P", "C", "C", "C", "C", "C", "C", "C", "C", "C", "C", "C", "C", "H", "H", "H", "H", "H", "H", "H", "H", "H", "H", "H", "H", "H", "H", "H", "H", "H", "H", "H", "H", "H", "H", "H", "H", "C", "C", "C", "N", "C", "S", "N", "C", "O", "C", "C", "C", "C", "C", "C", "H", "H", "H", "H", "H", "H", "H", "H", "H", "H", "H", "H", "H", "H", "B", "C", "N", "H", "H", "H", "F", "C", "C", "C", "C", "C", "C", "Sb", "C", "C", "C", "C", "F", "C", "C", "C", "C", "C", "C", "F", "C", "C", "H", "H", "H", "H", "H", "H", "H", "H", "H", "H", "H", "H", "C", "S", "C", "H", "H", "H", "H", "H", "H"],
  "coordinates": [[0.336191, -0.629336, -0.726547], [3.097963, -2.212333, -1.887759], [2.113305, -2.309862, -3.042854], [0.384330, -2.243007, -2.434501], [-0.585412, -1.941433, -3.922316], [-1.212387, -3.014401, -4.561561], [-1.877344, -2.809333, -5.763757], [-1.903778, -1.548109, -6.337451], [-1.265636, -0.481737, -5.711234], [-0.611820, -0.673560, -4.507648], [0.020750, -3.924109, -1.879568], [-1.257015, -4.225670, -1.408588], [-1.575326, -5.505948, -0.995246], [-0.607110, -6.503464, -1.028098], [0.672164, -6.213173, -1.476105], [0.987957, -4.929817, -1.905111], [2.608449, -0.785414, -0.872717], [2.802855, 0.632599, -1.969532], [1.652459, 1.360566, -2.263388], [1.683258, 2.436089, -3.140120], [2.890846, 2.783769, -3.730540], [4.046611, 2.061559, -3.450993], [4.005994, 0.987823, -2.575620], [3.839517, -0.593362, 0.427199], [4.253180, 0.698432, 0.769544], [5.283533, 0.878441, 1.677775], [5.896616, -0.220638, 2.265682], [5.482273, -1.504338, 1.939846], [4.463013, -1.692776, 1.017812], [4.123471, -2.051759, -2.227316], [3.093251, -3.116994, -1.276306], [2.241477, -3.221303, -3.627194], [2.234061, -1.474317, -3.736110], [-1.195772, -4.007425, -4.132220], [-2.373800, -3.640503, -6.245046], [-2.420063, -1.392327, -7.275071], [-1.282865, 0.501053, -6.162813], [-0.129313, 0.167745, -4.026629], [-2.004246, -3.449079, -1.359821], [-2.577261, -5.726294, -0.650590], [-0.853275, -7.507547, -0.709680], [1.423700, -6.990191, -1.513546], [1.984147, -4.747072, -2.284136], [0.655857, 1.175455, -1.816036], [0.780271, 2.992362, -3.354529], [2.932057, 3.620794, -4.414914], [4.981866, 2.338169, -3.918657], [4.913726, 0.436788, -2.357707], [3.804884, 1.564841, 0.295771], [5.618298, 1.878741, 1.915274], [6.708419, -0.078981, 2.966807], [5.972738, -2.362183, 2.380198], [4.194892, -2.705698, 0.741561], [-7.497840, 1.579903, -2.929521], [-6.032826, 1.412240, -2.547954], [-5.855325, 0.245905, -1.584975], [-4.456152, 0.151393, -1.124552], [-3.452732, -0.445089, -1.720234], [-1.900783, 0.272320, -1.380480], [-3.607674, -1.424956, -2.629999], [-4.611255, -2.439102, -2.833384], [-4.684744, -2.890360, -3.942085], [-5.385906, -2.935080, -1.672969], [-4.950503, -2.826484, -0.352742], [-5.717384, -3.356138, 0.671395], [-6.922294, -3.986181, 0.383329], [-7.355525, -4.101784, -0.930660], [-6.586196, -3.585752, -1.959473], [-7.620947, 2.401551, -3.632238], [-8.111258, 1.796704, -2.054264], [-7.890253, 0.677859, -3.401657], [-5.651509, 2.325128, -2.083380], [-5.425829, 1.230260, -3.439906], [-6.158496, -0.692108, -2.038705], [-6.467706, 0.372208, -0.691918], [-4.173684, 0.819631, -0.412697], [-2.881461, -1.472924, -3.337848], [-4.013469, -2.340815, -0.111559], [-5.381426, -3.278402, 1.696959], [-7.523317, -4.391022, 1.186511], [-8.290881, -4.596754, -1.152460], [-6.903252, -3.676795, -2.989888], [-1.984669, 2.645735, 1.365243], [-0.762103, 1.731649, 1.025189], [0.065328, 0.983237, 0.693003], [-1.895092, 3.053809, 2.492370], [-1.984618, 3.503544, 0.515536], [-2.923379, 1.873237, 1.247770], [6.571621, 6.097041, 0.450928], [5.582931, 5.390903, 0.984992], [4.380585, 5.310882, 0.301079], [3.352556, 4.568939, 0.857411], [3.541403, 3.933077, 2.084228], [4.763445, 4.021328, 2.751966], [5.794962, 4.763851, 2.202644], [1.974178, 2.833319, 2.938169], [2.679746, 1.677873, 4.549932], [2.914664, 0.310519, 4.427193], [3.332529, -0.424630, 5.523081], [3.513367, 0.230940, 6.729985], [3.918643, -0.473652, 7.779825], [3.283398, 1.587688, 6.881901], [2.850556, 2.311984, 5.783378], [0.639942, 4.139660, 3.846117], [-0.243202, 3.640621, 4.807840], [-1.131861, 4.493607, 5.428818], [-1.135559, 5.830226, 5.053360], [-1.993468, 6.648608, 5.643432], [-0.283161, 6.344880, 4.088281], [0.605908, 5.485246, 3.472402], [4.266343, 5.833366, -0.638751], [2.405139, 4.503155, 0.334016], [4.912754, 3.529905, 3.706730], [6.749460, 4.872874, 2.699524], [2.789800, -0.189750, 3.473107], [3.525203, -1.487138, 5.461879], [3.436484, 2.053210, 7.845972], [2.647519, 3.369525, 5.900870], [-0.232937, 2.592935, 5.084687], [-1.821293, 4.151179, 6.187760], [-0.327481, 7.396386, 3.841193], [1.279199, 5.872672, 2.717400], [1.258652, -3.020818, 1.472796], [-0.195330, -2.251674, 0.766453], [-0.809430, -1.384168, 2.218270], [1.916529, -2.283946, 1.928542], [1.760934, -3.569326, 0.677778], [0.900311, -3.735773, 2.213876], [-1.154783, -2.154590, 2.908344], [-1.646455, -0.764707, 1.903651], [-0.030605, -0.774520, 2.669291]],
  "forces_ev_per_angstrom": [[-0.919, -0.181, -0.641], [0.090, -0.039, 0.061], [-0.096, -0.001, -0.047], [0.285, 0.016, 0.054], [-0.050, -0.195, 0.013], [-0.029, 0.023, -0.047], [0.026, -0.014, 0.023], [0.004, 0.005, 0.004], [-0.044, 0.015, -0.040], [0.026, 0.044, 0.068], [0.111, 0.023, 0.063], [-0.019, -0.040, -0.027], [-0.008, -0.016, 0.007], [-0.028, -0.002, 0.014], [0.019, 0.018, -0.028], [-0.026, -0.076, -0.041], [0.291, 0.365, 0.301], [-0.040, -0.006, -0.006], [-0.103, 0.084, -0.119], [0.023, -0.068, -0.032], [-0.009, 0.006, 0.002], [-0.008, -0.001, 0.000], [0.021, -0.018, 0.021], [-0.005, 0.084, 0.003], [-0.030, 0.006, -0.013], [0.023, -0.060, 0.075], [-0.026, -0.014, -0.001], [0.004, -0.021, 0.007], [0.030, -0.077, -0.024], [-0.010, -0.021, -0.023], [0.004, 0.014, 0.009], [0.022, 0.031, -0.041], [-0.008, 0.031, 0.037], [0.011, 0.019, 0.012], [-0.011, 0.015, -0.004], [-0.004, 0.001, 0.003], [0.000, -0.001, -0.004], [0.022, 0.009, 0.020], [-0.210, 0.141, -0.059], [0.004, -0.005, -0.004], [0.000, -0.001, -0.002], [0.003, 0.003, 0.001], [-0.017, -0.022, 0.012], [0.131, -0.037, 0.095], [0.010, 0.007, -0.002], [0.000, 0.000, 0.003], [0.000, -0.001, -0.002], [-0.001, 0.000, 0.005], [-0.004, -0.029, -0.002], [0.010, -0.075, -0.048], [0.004, 0.003, -0.004], [-0.004, 0.001, 0.003], [-0.036, 0.013, 0.002], [-0.016, -0.008, -0.005], [0.030, 0.013, 0.000], [-0.028, -0.024, 0.049], [-0.024, 0.018, -0.062], [0.047, 0.025, 0.029], [0.125, 0.202, 0.310], [0.113, -0.156, 0.055], [0.105, -0.025, -0.002], [-0.036, 0.012, 0.000], [-0.040, -0.052, -0.026], [0.009, -0.034, 0.004], [-0.003, -0.008, 0.007], [-0.007, 0.006, 0.004], [0.006, 0.001, 0.004], [0.013, 0.003, 0.002], [0.005, 0.001, 0.001], [0.003, 0.000, 0.002], [0.003, -0.001, -0.002], [-0.022, 0.008, 0.002], [0.006, 0.003, 0.007], [-0.006, 0.048, -0.016], [0.010, 0.011, 0.006], [0.002, 0.016, -0.030], [0.029, -0.046, 0.052], [0.059, -0.010, -0.014], [0.001, -0.003, -0.004], [0.000, 0.000, 0.000], [0.001, -0.001, -0.003], [0.003, 0.000, 0.002], [0.068, -0.061, 0.016], [-0.037, -0.047, -0.023], [0.354, -0.400, -0.363], [0.045, 0.044, 0.027], [-0.040, 0.027, 0.043], [0.027, 0.003, 0.002], [-0.005, -0.005, 0.005], [0.015, 0.008, -0.008], [0.008, 0.000, -0.009], [-0.001, 0.021, 0.018], [-0.005, -0.012, 0.031], [-0.066, 0.127, 0.036], [-0.002, 0.023, 0.001], [-0.060, 0.037, 0.320], [-0.034, 0.081, -0.018], [0.071, -0.016, -0.056], [0.015, -0.004, -0.029], [-0.002, 0.000, 0.014], [-0.002, 0.007, -0.008], [-0.002, -0.009, -0.007], [0.005, -0.017, 0.010], [0.114, 0.019, -0.104], [-0.039, -0.014, 0.035], [0.013, -0.008, 0.003], [-0.027, -0.002, 0.021], [0.011, -0.007, -0.009], [0.038, -0.006, -0.022], [-0.062, 0.054, -0.052], [0.000, -0.002, -0.002], [-0.005, -0.005, -0.002], [0.005, -0.005, -0.005], [-0.001, -0.003, 0.008], [0.006, 0.009, -0.049], [0.006, 0.004, 0.005], [-0.003, 0.002, -0.002], [0.001, 0.003, -0.006], [0.000, 0.003, -0.006], [0.002, -0.001, 0.002], [0.001, 0.001, 0.002], [0.009, -0.003, 0.007], [0.021, -0.025, -0.065], [-0.260, 0.307, 0.150], [-0.001, -0.113, 0.046], [-0.009, 0.019, -0.011], [0.001, -0.016, -0.002], [0.016, 0.015, 0.025], [0.019, -0.005, 0.002], [0.003, 0.009, 0.010], [-0.022, 0.011, -0.011]]
}